45
Properties=species:S:1:pos:R:3:forces:R:3 method="wB97M-V/def2-TZVPD" homo_energy_ha="-0.5017 / -0.5009" multiplicity=2 e_tot_ev=-79009.8078 total_charge=+2 lumo_energy_ev="-6.31 / -8.11"
Yb 0.420 -0.678 0.303 -2.9 -0.2 0.2
P -0.938 0.503 2.399 -0.7 0.8 -0.1
P 0.693 -1.089 -2.516 -0.8 0.3 -1.5
F 1.393 1.272 -0.268 0.5 -0.3 0.4
F 2.616 -0.531 0.844 0.4 0.6 0.5
F 3.677 1.647 -0.028 -1.3 -0.7 0.7
F 2.236 1.765 1.833 0.4 -0.9 -1.6
O 1.887 -2.729 0.289 1.0 1.4 -0.3
O -0.417 -2.702 1.424 1.4 -1.2 -0.9
N -1.645 -0.543 -0.611 0.5 0.2 -0.1
C -1.996 -0.345 -1.905 -0.7 0.1 0.0
C -1.026 0.256 4.199 0.6 -0.2 0.3
C -3.331 -0.196 -2.249 1.1 -0.1 -0.6
C -2.107 -0.613 1.725 -1.1 -2.8 2.1
C 0.390 -2.665 -3.387 0.2 -0.6 0.5
C 1.772 -0.268 -3.733 0.7 0.3 0.3
C -4.305 -0.280 -1.264 -0.5 -0.2 0.8
C -0.892 -0.241 -2.933 -0.5 0.4 0.1
C -1.848 2.065 2.203 0.4 1.0 -0.2
C -3.934 -0.483 0.062 -0.5 -0.3 -0.8
C -2.582 -0.593 0.388 -0.2 1.0 -0.5
B 2.523 1.387 0.574 0.9 3.0 0.4
H -1.270 -0.638 -3.890 0.3 0.2 0.2
H 1.279 -3.306 -3.295 -0.3 0.0 -0.1
H -0.471 -3.183 -2.943 0.2 0.0 -0.1
H -2.591 1.995 1.394 0.4 0.0 0.3
H -4.667 -0.556 0.858 0.0 0.1 -0.1
H -5.364 -0.184 -1.536 0.5 0.0 0.2
H -1.143 -2.050 1.681 -1.3 0.9 0.5
H -2.355 2.325 3.141 0.1 0.0 -0.3
H 2.426 -1.451 0.569 1.3 -1.8 0.0
H -1.130 2.849 1.958 -0.3 0.3 0.1
H 1.520 -0.553 -4.765 -0.1 0.0 0.4
H -1.843 0.856 4.626 0.2 -0.3 -0.3
H -0.076 0.596 4.636 -0.3 -0.1 0.0
H 2.810 -0.565 -3.530 -0.2 0.2 -0.2
H -3.556 -0.023 -3.295 -0.2 0.0 0.1
H 2.275 -3.246 -0.418 0.0 -0.5 -0.3
H -0.653 0.827 -3.095 -0.1 -0.3 0.0
H -1.170 -0.803 4.442 0.1 0.2 0.0
H 0.191 -2.487 -4.453 0.1 0.1 0.4
H 1.059 -3.050 0.648 -0.7 -1.1 0.7
H 1.700 0.824 -3.630 0.1 -0.3 0.0
H -0.846 -3.535 1.160 0.0 0.2 0.2
H -2.874 -0.981 2.521 1.2 0.8 -1.5

***

45
Properties=species:S:1:pos:R:3:forces:R:3 method="wB97M-V/def2-TZVPD" homo_energy_ha="-0.3541 / -0.3636" de_lowest_kcal_mol=45.1 e_tot_ev=-162722.5228 total_charge=+1 lumo_energy_ev="-4.32 / -3.99"
Pt -0.502 -0.626 0.342 0.5 0.2 -0.9
Se -0.663 1.607 1.654 0.6 -0.8 -0.1
Cl 2.060 -1.490 -1.860 0.0 -0.1 0.1
Cl 2.970 3.555 -3.792 0.0 0.0 0.0
Cl -1.653 1.435 -1.214 0.2 2.3 -3.4
Cl 0.071 2.211 -4.748 0.0 0.0 -0.1
Cl 4.384 0.585 -3.002 -0.1 0.0 0.0
O -1.535 -2.489 -0.358 0.3 0.1 0.0
O 2.391 -0.705 4.016 0.0 -0.1 0.0
O 2.066 -0.227 1.846 0.2 -0.1 0.0
O -2.176 -4.505 0.178 0.0 0.0 0.0
N -2.916 1.050 -0.790 -1.1 -0.6 0.8
N 0.052 -2.194 1.811 -0.2 0.1 0.1
N 0.317 2.917 -0.787 0.8 0.2 0.8
C -0.601 -4.338 2.632 0.0 0.0 0.0
C 1.596 3.484 -0.352 -0.1 0.0 0.0
C -0.392 2.143 -0.033 -0.8 0.0 0.0
C 2.184 2.175 -3.186 0.2 0.0 0.0
C 1.853 -0.906 2.808 -0.3 0.2 0.1
C 0.922 -2.095 2.816 0.1 0.0 0.0
C 2.734 0.982 -2.897 0.1 0.1 -0.1
C 1.703 0.053 -2.466 -0.3 0.3 0.0
C -4.245 0.739 -0.330 0.0 0.0 0.1
C 0.480 0.675 -2.475 0.6 0.4 0.0
C -0.666 0.213 -1.802 -0.5 -1.3 2.3
C -1.492 -3.404 0.436 0.0 0.0 0.1
C -0.665 -3.321 1.696 0.0 0.0 -0.1
C 0.250 -4.202 3.717 0.0 0.0 0.0
C 1.039 -3.071 3.799 0.0 0.0 0.0
C 0.696 2.083 -3.083 -0.4 -0.4 0.5
C -0.133 3.075 -2.200 0.0 0.1 -0.6
C -1.557 2.705 -2.257 0.2 -0.4 0.4
H 2.422 2.857 -0.688 0.0 0.0 0.0
H -2.415 3.213 -2.651 -0.1 0.0 0.1
H -4.538 -0.229 -0.729 0.0 0.0 0.0
H 0.036 4.109 -2.499 0.1 0.0 0.0
H 1.747 -2.933 4.601 0.0 0.0 0.0
H -4.937 1.505 -0.672 0.0 0.0 0.0
H 1.604 3.539 0.733 0.0 0.0 0.0
H 1.698 4.482 -0.775 0.0 0.0 0.0
H -2.049 -5.199 0.834 0.0 0.0 0.0
H 3.001 0.046 3.954 0.0 0.0 0.0
H -1.201 -5.234 2.546 0.0 0.0 0.0
H -4.248 0.703 0.757 0.0 0.0 0.0
H 0.310 -4.974 4.471 0.0 0.0 0.0

***

67
Properties=species:S:1:pos:R:3:forces:R:3 method="wB97M-V/def2-TZVPD" homo_energy_ha="-0.3926 / -0.3990" multiplicity=2 de_lowest_kcal_mol=0.0 e_tot_ev=-181334.8025 total_charge=+1 lumo_energy_ev="-3.97 / -4.47"
Ru 1.104 0.405 -0.739 0.1 -0.9 0.6
Br 3.576 -0.015 -1.237 0.2 0.0 -0.4
Br -4.521 -3.670 -3.347 0.0 0.0 0.0
O 0.692 -1.001 -2.047 0.2 0.4 -0.3
O 1.477 -0.937 0.594 -0.3 0.5 -0.4
N 1.315 2.074 0.480 0.1 0.0 0.0
N -0.817 0.704 -0.308 0.0 -0.1 -0.1
C 2.404 3.831 1.680 0.0 0.0 0.0
C 5.904 -4.896 -2.010 0.0 0.0 0.0
C -2.901 -1.756 -2.032 0.0 -0.1 -0.1
C 0.012 3.626 1.808 0.0 0.0 0.0
C -0.478 -3.165 1.056 0.0 0.0 0.0
C -1.262 4.032 2.270 0.0 0.0 0.0
C 2.240 -1.990 0.204 0.4 0.0 -0.4
C 3.914 -4.110 -0.650 0.1 0.0 -0.1
C 5.401 -5.927 0.196 0.0 0.0 0.0
C -1.056 1.804 0.565 -0.1 0.1 0.1
C 4.778 -5.301 -1.060 -0.1 0.0 0.0
C -1.795 -0.019 -0.783 0.1 0.0 0.0
C -2.907 -2.800 -2.907 0.0 0.0 0.1
C 2.005 -3.292 0.680 -0.2 0.0 0.2
C 3.299 -1.823 -0.692 -0.3 0.1 0.6
C -1.703 -3.233 -3.493 0.0 0.0 0.0
C 3.894 -6.340 -1.765 0.1 0.0 0.0
C 2.413 2.708 0.838 0.0 0.0 0.0
C 2.850 -4.298 0.232 0.0 0.0 0.1
C -1.690 -1.099 -1.692 0.0 0.0 0.0
C 1.210 4.286 2.161 0.0 0.0 0.0
C 0.869 -3.573 1.668 0.0 0.0 0.0
C 4.140 -2.827 -1.122 0.0 0.1 0.0
C -0.522 -2.614 -3.190 0.0 0.0 0.0
C 0.783 -5.058 2.027 0.0 0.0 0.0
C -2.374 3.340 1.884 0.0 0.0 0.0
C -2.276 2.225 1.029 0.1 -0.1 0.0
C 1.115 -2.785 2.965 0.0 0.0 0.0
C 0.106 2.513 0.957 -0.1 0.0 0.0
C -0.473 -1.533 -2.281 -0.1 -0.1 0.1
H 3.346 2.316 0.455 0.0 0.0 0.0
H 0.582 -5.679 1.152 0.0 0.0 0.0
H 6.017 -5.201 0.729 0.0 0.0 0.0
H -0.689 -3.754 0.160 0.0 0.0 0.0
H 1.167 5.148 2.816 0.0 0.0 0.0
H 3.110 -6.718 -1.109 0.0 0.0 0.0
H 4.946 -2.609 -1.806 0.0 0.0 0.0
H 4.503 -7.189 -2.081 0.0 0.0 0.0
H -2.805 0.222 -0.467 0.0 0.0 0.0
H 2.680 -5.301 0.593 0.0 0.0 0.0
H -3.188 1.715 0.752 0.0 0.0 0.0
H 6.036 -6.768 -0.087 0.0 0.0 0.0
H 0.410 -2.936 -3.634 0.0 0.0 0.0
H -1.718 -4.061 -4.189 0.0 0.0 0.0
H 6.577 -4.168 -1.554 0.0 0.0 0.0
H 5.520 -4.484 -2.944 0.0 0.0 0.0
H -3.827 -1.420 -1.584 0.0 0.0 0.0
H 0.300 -2.978 3.665 0.0 0.0 0.0
H 6.497 -5.777 -2.260 0.0 0.0 0.0
H -1.276 -3.353 1.778 0.0 0.0 0.0
H 1.164 -1.713 2.783 0.0 0.0 0.0
H 1.694 -5.415 2.511 0.0 0.0 0.0
H 4.642 -6.301 0.884 0.0 0.0 0.0
H -0.038 -5.204 2.730 0.0 0.0 0.0
H -1.338 4.889 2.925 0.0 0.0 0.0
H -3.350 3.644 2.233 0.0 0.0 0.0
H -0.494 -2.108 0.799 0.0 0.0 0.0
H 3.339 4.307 1.935 0.0 0.0 0.0
H 2.045 -3.104 3.437 0.0 0.0 0.0
H 3.422 -5.912 -2.651 0.0 0.0 0.0

***

159
Properties=species:S:1:pos:R:3:forces:R:3 method="wB97M-V/def2-TZVPD" homo_energy_ha=-0.1556 de_lowest_kcal_mol=251.6 e_tot_ev=-256806.0584 total_charge=-1 lumo_energy_ev=-0.12
I -0.913 0.068 0.441 -0.7 -0.5 0.1
Br 2.509 -0.652 1.005 0.2 -0.3 0.4
Ga 1.034 -2.209 2.140 -0.5 -0.7 0.6
P -0.877 9.575 -0.063 -3.9 -4.2 -6.6
P -4.641 7.723 7.127 7.8 -1.7 3.6
P 2.185 -4.113 -5.567 6.6 -5.3 0.4
P -0.778 -11.294 -9.845 -8.7 -0.3 0.7
P 1.103 -4.248 0.909 0.1 -0.4 -1.1
O -2.466 9.547 -0.527 0.3 0.5 1.4
O 2.776 -3.302 -6.723 -3.7 1.5 1.3
O -1.827 -10.294 -9.018 1.2 0.4 -0.1
O 3.624 2.477 2.834 -1.9 2.3 1.6
O 1.347 -4.940 -4.341 -0.7 2.0 -2.1
O -5.049 6.255 7.273 -3.1 2.4 -1.8
O -0.329 8.317 -1.012 0.7 0.3 1.0
O -1.366 8.455 1.123 1.1 2.6 0.2
O 3.563 -4.129 -4.625 -0.9 0.8 0.2
O -0.753 -10.183 -11.137 2.0 -1.6 1.1
O -4.385 9.399 6.960 -2.3 -1.5 -0.3
O -0.635 -12.343 -8.741 3.8 1.3 -1.5
O 2.283 3.644 4.375 1.6 0.3 -1.8
O -0.422 10.702 -0.993 1.3 0.6 4.0
O -1.893 -12.103 -10.762 1.4 0.2 -0.6
O -3.169 7.435 6.397 -0.9 0.4 -0.8
O 2.350 -5.611 -6.256 -1.3 0.4 0.0
O -4.101 7.948 8.674 -1.2 0.8 -0.5
C 2.392 -6.820 0.868 0.2 0.2 0.3
C -2.983 10.541 -2.671 0.0 -0.2 -0.2
C -3.898 10.033 5.794 -0.1 0.4 -0.8
C -4.519 7.092 9.730 0.0 -0.4 0.3
C -0.628 -8.781 -10.998 0.5 0.8 0.1
C 2.711 3.268 3.094 0.4 -1.5 -1.7
C -0.920 -1.522 1.967 -0.3 -0.7 0.8
C -3.150 -13.843 -9.646 -0.2 0.1 0.1
C 1.726 -0.781 7.490 0.0 0.6 -0.3
C 3.948 -5.796 -8.062 0.2 -0.1 0.1
C 1.417 -4.625 -2.960 -0.3 0.6 1.0
C -1.597 -9.959 -7.652 -0.2 0.2 0.5
C 2.066 7.996 -0.632 0.0 -0.1 0.1
C -4.998 10.261 4.777 -0.2 0.2 0.0
C -1.575 -1.075 3.360 -1.3 1.2 -0.9
C 0.424 7.775 2.607 -0.1 0.0 0.3
C 3.026 1.566 7.379 1.2 -1.1 -0.9
C -0.628 -5.051 1.130 -0.1 -0.1 1.5
C 3.725 -2.027 -3.386 0.0 -0.1 0.1
C -3.045 6.485 5.344 0.3 -0.4 -0.3
C -3.511 7.037 4.010 0.0 0.1 0.0
C -3.066 10.669 -1.161 -0.1 0.3 -0.3
C 4.332 -2.947 -4.429 0.4 0.3 0.1
C 0.817 -8.360 -10.818 0.1 0.0 -0.2
C 1.906 3.880 1.848 0.0 -0.2 1.2
C -0.553 -8.870 -7.493 0.0 0.1 -0.1
C -1.506 0.525 3.585 -0.3 -0.4 0.6
C 2.179 -1.389 4.894 -1.0 -0.5 -0.8
C -2.058 -13.510 -10.646 -0.1 -0.4 0.2
C 3.287 3.361 5.383 0.1 -1.3 1.6
C 1.130 -0.945 6.016 0.3 0.1 0.0
C 0.963 8.357 -1.610 0.3 -0.1 -0.4
C -0.594 7.356 1.567 0.7 -0.4 0.6
C -3.534 5.952 9.920 0.2 0.0 -0.1
C 2.305 -5.467 1.719 -0.8 -0.9 1.1
C 3.121 1.827 5.807 0.7 0.4 0.3
C 0.499 -3.479 -2.599 -0.3 0.1 0.0
C 3.135 -0.041 7.574 -0.4 0.8 1.5
C 2.484 -5.760 -7.661 0.2 0.1 -0.3
C 1.599 -2.666 4.064 1.5 0.1 0.6
H 5.321 -3.269 -4.089 -0.1 -0.2 0.0
H -3.356 5.405 8.993 -0.2 0.0 0.0
H -3.370 11.439 -3.157 0.0 0.0 0.0
H 0.801 4.000 2.094 1.5 0.1 -0.3
H 4.051 -5.829 -9.149 0.0 0.0 0.0
H -5.533 9.336 4.553 0.1 0.0 -0.1
H 0.297 -1.719 6.068 1.0 1.0 0.0
H 3.939 -0.450 6.890 -1.1 0.4 0.6
H 2.311 -0.548 4.128 0.0 -1.0 1.2
H -0.546 -3.769 -2.745 0.0 0.0 0.0
H -1.200 -1.657 4.260 -0.1 0.7 -1.3
H -4.566 7.320 4.052 0.0 -0.1 0.0
H 2.004 3.146 0.985 0.1 1.0 1.2
H 0.955 7.626 -2.425 -0.2 0.0 0.1
H 0.971 -0.138 8.071 1.1 -1.0 -0.6
H -0.485 0.956 3.343 -1.2 -0.6 0.2
H 0.798 -3.232 4.641 0.9 0.8 -0.6
H -5.533 6.724 9.559 0.1 -0.1 -0.1
H 4.434 -6.680 -7.639 -0.1 0.0 -0.1
H -3.567 9.682 -3.011 0.0 0.1 0.1
H 3.327 -5.000 1.906 -1.3 -0.5 -0.5
H -4.117 10.688 -0.861 0.1 -0.2 0.1
H 3.090 3.992 6.317 -0.1 -0.5 -1.6
H -1.269 -8.387 -10.212 0.0 -0.3 0.2
H -3.220 -14.923 -9.497 0.0 0.0 0.0
H 1.879 -5.711 2.760 0.8 0.2 -1.3
H 2.015 -6.710 -7.934 0.0 0.0 0.2
H -0.137 6.811 0.744 0.0 0.3 -0.2
H 1.044 8.600 2.251 0.1 -0.1 -0.1
H -3.387 6.293 3.219 -0.1 0.0 0.1
H 3.635 -2.529 -2.421 0.0 0.1 0.0
H -1.565 -2.355 1.518 0.9 1.3 0.5
H 1.918 6.994 -0.225 0.0 0.0 0.0
H 4.497 -4.931 -7.685 -0.2 0.1 -0.1
H 4.486 -2.407 -5.365 -0.2 -0.1 -0.1
H 1.939 -4.976 -8.192 0.2 0.0 0.1
H 4.056 1.269 5.448 -1.5 0.6 0.3
H 2.422 4.878 1.631 -0.9 -1.3 0.1
H 2.405 -6.572 -0.246 0.2 -0.4 1.5
H -0.412 -8.622 -6.438 0.0 0.0 -0.1
H 2.438 -4.449 -2.630 0.0 0.1 -0.3
H 1.486 -7.497 1.053 1.2 1.0 -0.2
H 4.342 3.579 5.036 -1.4 -0.2 0.1
H 0.408 -9.190 -7.903 0.0 0.0 0.1
H -1.983 6.230 5.273 0.0 0.1 0.2
H 1.166 9.328 -2.065 -0.2 0.1 0.1
H -3.572 5.557 5.572 -0.1 0.1 0.2
H -1.003 -8.343 -11.926 0.0 -0.4 -0.1
H -2.978 -13.368 -8.679 0.2 -0.1 -0.1
H 3.212 -1.650 5.279 -1.3 0.4 -0.1
H 3.980 1.989 7.861 -1.5 -0.3 -0.6
H 3.332 -7.392 1.188 -1.3 0.6 -0.7
H 1.291 -8.901 -9.996 -0.1 0.1 0.1
H 1.066 6.932 2.873 0.0 0.1 0.0
H -2.700 -1.302 3.278 1.5 0.2 0.3
H 1.391 -8.583 -11.721 0.0 0.0 0.1
H 0.636 0.031 5.675 0.6 -1.3 0.6
H -0.648 -6.139 0.810 0.0 1.4 0.1
H 2.210 1.424 5.271 1.2 0.4 0.6
H -0.852 -7.959 -8.014 0.0 0.0 0.0
H 2.726 -1.701 -3.688 0.0 0.1 0.0
H -1.750 0.785 4.668 0.3 -0.4 -1.2
H 3.532 -0.184 8.644 -0.6 0.0 -1.4
H -2.550 -9.602 -7.251 0.0 -0.1 -0.2
H -3.896 5.251 10.675 0.0 0.0 0.0
H -3.049 9.505 5.364 -0.1 -0.3 0.1
H 0.880 -7.287 -10.626 0.0 -0.1 0.1
H -1.321 -10.835 -7.064 0.0 -0.1 -0.2
H -0.081 8.122 3.512 0.0 0.0 0.0
H 2.486 -3.393 3.973 -1.3 0.8 0.0
H 1.086 -5.517 -2.421 -0.1 -0.1 -0.3
H -2.348 -13.885 -11.631 0.0 0.2 0.0
H 4.347 -1.139 -3.246 0.0 0.0 0.0
H 0.636 -3.199 -1.553 0.0 0.0 -0.1
H 3.041 8.018 -1.125 -0.1 0.0 0.0
H -2.939 7.924 3.729 0.0 0.0 0.0
H 0.678 -2.605 -3.232 0.1 0.0 0.0
H -1.960 10.373 -3.013 0.0 0.2 0.2
H 2.088 8.698 0.206 0.1 0.1 0.0
H -4.584 10.670 3.853 -0.1 -0.1 0.0
H -0.841 -5.042 2.261 -0.1 -0.1 -1.5
H 2.105 2.001 7.880 1.1 -0.5 -0.7
H -1.290 6.651 2.030 -0.3 0.3 -0.1
H -1.113 -13.995 -10.390 -0.1 0.1 0.1
H -2.564 6.340 10.243 -0.1 0.0 0.1
H -1.450 -4.442 0.620 1.3 -0.9 0.5
H -4.116 -13.478 -10.004 0.1 -0.1 -0.1
H 1.803 -1.785 8.011 -0.1 1.1 -0.7
H -2.621 11.602 -0.810 0.1 -0.1 -0.1
H -2.297 1.046 2.944 1.3 -0.8 0.8
H -5.733 10.969 5.168 0.1 0.0 0.0
H -3.509 11.004 6.108 -0.1 -0.1 0.3
H -4.551 7.693 10.642 0.1 0.2 -0.1

***

9
Properties=species:S:1:pos:R:3:forces:R:3 method="wB97M-V/def2-TZVPD" homo_energy_ha="-0.2869 / -0.2895" de_lowest_kcal_mol=67.1 e_tot_ev=-12194.6716 lumo_energy_ev="-0.03 / 0.75"
I 2.292 -0.512 2.246 1.0 -0.7 0.2
N -1.081 -0.389 -1.386 -0.2 -0.2 -0.8
N 0.040 0.309 -1.268 0.8 0.3 -0.8
C 0.522 0.346 1.899 0.3 0.7 1.3
H 0.502 0.334 -2.203 -0.5 -0.1 0.8
H -1.595 -0.549 -0.548 -0.2 -0.2 0.3
H 0.193 0.195 0.907 -0.6 0.4 -0.7
H 0.424 1.211 2.561 -0.6 -0.3 -0.7
H -1.296 -0.944 -2.206 0.0 0.1 0.3

***

7
Properties=species:S:1:pos:R:3:forces:R:3 method="wB97M-V/def2-TZVPD" homo_energy_ha=-0.4332 de_lowest_kcal_mol=14.7 e_tot_ev=-12069.7922 lumo_energy_ev=-0.22 smiles="O=[N+]([O-])C(F)F"
F -0.067 0.865 1.351 0.1 0.4 0.3
F 0.280 1.387 -0.739 0.7 0.4 -0.2
O 0.925 -1.340 0.818 -0.8 0.0 -0.9
O 0.321 -1.226 -1.263 -0.3 -0.8 -1.3
N 0.334 -0.861 -0.136 0.9 1.4 1.9
C -0.309 0.564 0.100 -3.2 -0.7 -0.4
H -1.484 0.610 -0.131 2.6 -0.7 0.6

***

16
Properties=species:S:1:pos:R:3:forces:R:3 method="wB97M-V/def2-TZVPD" homo_energy_ha=-0.3571 de_lowest_kcal_mol=53.1 e_tot_ev=-9877.7578 lumo_energy_ev=0.57 smiles="C[C@@H](CO)NC=O"
O -0.133 -1.754 -0.979 -0.8 1.4 1.2
O -0.399 -1.488 1.589 -0.5 3.1 -0.2
N -0.851 0.709 0.657 1.0 -3.9 2.6
C -0.746 -0.282 1.682 -0.6 -2.0 -1.5
C 1.482 0.480 -0.096 0.0 -0.3 0.9
C 0.038 0.670 -0.493 -0.9 -0.6 -0.5
C -0.410 -0.411 -1.390 0.9 -1.4 -3.1
H -0.348 1.563 -0.972 1.1 0.6 -0.6
H 1.403 -0.363 0.657 0.8 0.6 -1.3
H 2.238 0.267 -0.949 -1.4 0.7 1.7
H 0.189 -0.241 -2.384 -1.4 -0.4 1.5
H -1.221 -0.075 2.619 -0.2 1.2 0.7
H -0.904 1.593 1.051 -0.4 1.9 1.0
H -0.455 -1.714 -0.016 1.0 -1.0 -1.4
H -1.482 -0.300 -1.537 -0.2 0.1 -0.5
H 1.599 1.345 0.562 1.4 0.2 -0.4

***

20
Properties=species:S:1:pos:R:3:forces:R:3 method="wB97M-V/def2-TZVPD" homo_energy_ha=-0.3009 de_lowest_kcal_mol=53.5 e_tot_ev=-13560.9949 lumo_energy_ev=0.51 smiles="C[C@]1(O)C(C=C=O)[C@]1(C)O"
O 4.933 0.110 -0.271 -0.3 0.0 0.0
O -0.438 -1.350 -1.205 -0.2 -0.2 -0.1
O -0.741 1.449 1.097 -0.2 0.1 0.4
C 3.799 0.260 -0.054 -1.3 0.1 -0.3
C 1.155 0.429 -0.447 0.1 -0.4 -0.5
C -0.438 0.844 -0.104 2.7 -0.5 -0.4
C -1.164 1.431 -1.283 0.0 -0.1 0.3
C 2.526 0.449 0.273 -1.1 0.3 0.7
C 0.055 -0.578 -0.141 0.3 0.2 0.2
C 0.136 -1.352 1.161 -0.1 0.2 -0.4
H -0.848 -1.751 1.409 0.0 0.0 0.1
H 1.300 0.548 -1.516 -0.2 0.0 0.0
H -0.959 0.789 1.766 0.0 0.1 -0.1
H -0.932 2.488 -1.383 0.0 0.1 0.0
H 0.827 -2.188 1.051 0.1 0.0 0.0
H -0.898 0.902 -2.192 0.0 0.0 -0.1
H -2.236 1.325 -1.123 -0.1 0.0 0.0
H 0.059 -2.176 -1.252 0.0 0.2 0.0
H 0.496 -0.729 1.974 0.1 0.0 0.1
H 2.446 0.653 1.339 0.3 0.0 0.1